1.
2 unconnected molecules or ions with the total composition C3H3Br2N at a distorted geometry, computed with ωB97M-V/def2-TZVPD.

Its charge is 0. The value obtained for the energy relative to the best compared isomer or geometry (same formula, charge and spin) is 534.4 kJ/mol.

Geometry (Å):
1 N -0.88539 0.17420 -0.00613
2 C -1.21025 0.78354 -1.10531
3 Br 2.68839 -0.65963 2.02478
4 H -0.48976 0.15320 2.01162
5 Br -0.41523 2.39777 -1.57440
6 H -1.88833 0.20807 -1.64471
7 H 2.38653 0.26040 -0.10779
8 C 1.78616 0.44655 0.86383
9 C -0.22021 -0.05412 1.01812

Cartesian forces (eV/Å) of the 6 atoms listed first:
-1.0 1.3 -1.1
1.5 -1.5 3.3
0.7 -0.6 1.1
-0.6 -0.1 1.2
0.0 0.1 -0.3
-1.1 0.0 -1.7

---

2.
C3H3Br2NO in the gas phase at a distorted geometry, computed with ωB97M-V/def2-TZVPD.

Its charge is 0. The value obtained for the energy relative to the best compared isomer or geometry (same formula, charge and spin) is 368.5 kJ/mol.

Geometry (Å):
1 O -2.06507 -1.55353 -0.03338
2 N 2.11360 0.05330 -0.27067
3 Br 2.77648 1.66236 -0.08272
4 C -0.44326 0.30964 0.03778
5 H 1.16998 -0.81190 0.99327
6 H 0.75655 -1.27463 -0.63465
7 Br -3.14613 0.97636 -0.14070
8 C -1.67894 -0.41220 -0.00490
9 C 0.84832 -0.35824 -0.08560
10 H -0.33153 1.40883 0.22157

Cartesian forces (eV/Å) of the 6 atoms listed first:
1.7 1.3 0.1
2.7 -0.8 -1.4
-0.1 1.8 0.3
1.7 1.2 0.4
-1.3 0.4 -1.3
-0.2 -0.8 -0.4

---

3.
C3H3Br2NS in the gas phase at a distorted geometry, computed with ωB97M-V/def2-TZVPD.

Its charge is 0. The value obtained for the energy relative to the best compared isomer or geometry (same formula, charge and spin) is 439.3 kJ/mol.

Geometry (Å):
1 H -0.91545 -1.11052 -1.03512
2 S -2.91276 0.51685 -0.08778
3 H -0.14599 -0.48375 1.71623
4 N -1.35391 0.70351 -0.20969
5 C -0.33709 -0.15175 -0.50082
6 Br 3.17593 -0.82248 -0.36950
7 H 0.41966 0.09124 -1.32607
8 C 0.54393 -0.50259 0.77282
9 Br -0.27006 2.53832 0.18337
10 C 1.79574 -0.77885 0.85653

Cartesian forces (eV/Å) of the 6 atoms listed first:
1.6 1.9 1.9
0.2 0.3 0.1
1.6 -0.2 -1.5
-0.3 3.2 0.3
2.3 -4.9 -2.4
-0.2 0.0 0.2

---

4.
A molecular structure, C3H3Br3 at a distorted geometry, computed with ωB97M-V/def2-TZVPD.

Its expectation value of S² is 2.01. Its charge is 0. The spin multiplicity is 3. The value obtained for the energy relative to the best compared isomer or geometry (same formula, charge and spin) is 0.0 kJ/mol.

Geometry (Å):
1 C -0.99248 -0.98585 -0.02367
2 C 1.86077 0.60140 0.29338
3 H -1.18012 -1.13313 1.07593
4 Br 1.30302 2.34008 0.51011
5 Br -0.20367 0.18564 -2.42576
6 H -0.95416 -1.83513 -0.55874
7 Br 1.79613 -0.49850 1.80481
8 H -0.84762 1.14191 -0.12061
9 C -0.78188 0.18358 -0.55545

Cartesian forces (eV/Å) of the 6 atoms listed first:
-0.7 1.6 3.6
-0.1 0.1 1.4
-0.1 0.5 -1.2
0.5 0.4 -0.4
-0.4 0.3 0.8
0.3 -2.8 -1.9

---

5.
A molecular structure, C3H3Br3O at a distorted geometry, computed with ωB97M-V/def2-TZVPD.

Its charge is 0. The value obtained for the energy relative to the best compared isomer or geometry (same formula, charge and spin) is 80.1 kJ/mol.

Geometry (Å):
1 H 0.16058 -0.53127 1.77400
2 Br -2.15968 -0.61325 0.86997
3 Br 0.11794 -2.69370 0.43155
4 O -1.17053 1.88548 -0.51532
5 H 0.88924 1.99964 0.04400
6 C 0.34900 0.07448 -0.72901
7 Br 2.19652 -0.10582 -0.63431
8 C -0.02916 1.48155 -0.45231
9 C -0.29875 -0.87558 0.73602
10 H -0.05516 -0.62152 -1.52458

Cartesian forces (eV/Å) of the 6 atoms listed first:
-0.6 -0.6 -2.6
-0.7 0.0 0.1
0.3 -0.5 0.0
1.6 0.1 -0.3
-1.5 0.0 -0.7
-1.8 -3.5 2.0

---

6.
2 unconnected molecules or ions with the total composition C3H3Br3O at a distorted geometry, computed with ωB97M-V/def2-TZVPD.

Its charge is 0. The value obtained for the energy relative to the best compared isomer or geometry (same formula, charge and spin) is 295.7 kJ/mol.

Geometry (Å):
1 C 1.83828 0.20864 -0.65528
2 C -1.28490 -0.89870 0.06527
3 C -1.23468 0.25436 0.81737
4 Br -1.57215 1.95906 0.13357
5 H -0.57462 0.28199 1.60495
6 H 2.21413 0.51737 0.28570
7 Br -0.37315 -2.37620 1.30564
8 O -1.83027 -1.26636 -0.94955
9 H 1.39926 -0.54891 -1.22341
10 Br 1.41810 1.86877 -1.38426

Cartesian forces (eV/Å) of the 6 atoms listed first:
-0.3 2.7 -0.3
-1.5 -3.4 -1.9
0.1 2.4 -1.2
-0.5 -0.8 0.2
0.9 0.0 1.9
0.4 -1.5 0.9

---

7.
C3H3Br3O in the gas phase at a distorted geometry, computed with ωB97M-V/def2-TZVPD.

Its charge is 0. As for the SMILES: O=C(Br)[C@H](Br)CBr. The value obtained for the energy relative to the best compared isomer or geometry (same formula, charge and spin) is 7.6 kJ/mol.

Geometry (Å):
1 C 0.20465 -0.56198 0.41125
2 O 2.16453 -0.42219 -1.22997
3 H -1.92522 -0.44305 -0.66663
4 H 0.18543 -0.15542 1.44295
5 Br 2.08645 1.58014 0.62898
6 Br -1.89174 1.47524 1.01863
7 Br -0.12788 -2.40453 0.26290
8 C 1.45076 -0.04835 -0.28819
9 H -0.94983 0.71047 -1.22700
10 C -1.19715 0.26966 -0.35292

Cartesian forces (eV/Å) of the 6 atoms listed first:
-2.3 2.5 -1.6
-3.6 0.7 3.5
-0.6 -0.8 0.7
0.1 -0.8 -0.7
-0.3 -0.1 -0.1
0.0 -0.3 -0.8

---

8.
2 unconnected molecules or ions with the total composition C3H3BrCl2 at a distorted geometry, computed with ωB97M-V/def2-TZVPD.

Its charge is 0. The value obtained for the energy relative to the best compared isomer or geometry (same formula, charge and spin) is 161.8 kJ/mol.

Geometry (Å):
1 Cl 1.08869 0.95710 1.93919
2 Cl -0.85079 2.10267 -0.74962
3 H 1.81806 -0.71322 -0.02835
4 Br 0.55087 -0.15501 -2.28645
5 C 0.65023 -0.07520 0.55160
6 C -0.72551 -0.64471 0.29052
7 H -0.99141 -1.61912 -0.06860
8 C -0.13643 0.45445 -0.58087
9 H -1.40370 -0.30697 0.93258

Cartesian forces (eV/Å) of the 6 atoms listed first:
-0.5 -0.8 -0.7
0.5 -1.3 0.6
-3.9 1.9 2.4
-0.3 0.2 0.0
4.5 -1.4 -1.6
2.7 0.1 -2.1

---

9.
C3H3BrCl2O in the gas phase at a distorted geometry, computed with ωB97M-V/def2-TZVPD.

Its charge is 0. As for the SMILES: C[C@@](Cl)(Br)C(=O)Cl. The value obtained for the energy relative to the best compared isomer or geometry (same formula, charge and spin) is 0.0 kJ/mol.

Geometry (Å):
1 H -1.53954 1.31962 0.49608
2 H -1.41038 -0.34251 1.07145
3 O 1.14012 -1.32396 -1.59950
4 C -1.10118 0.31436 0.27777
5 Cl 0.85943 -2.17620 0.88770
6 H -1.48587 0.13388 -0.66781
7 C 0.44291 0.41347 -0.02955
8 C 0.87828 -0.98843 -0.47769
9 Cl 0.71133 1.50816 -1.44024
10 Br 1.50489 1.14161 1.48180

Cartesian forces (eV/Å) of the 6 atoms listed first:
0.8 -0.6 0.1
0.3 -0.5 0.0
-0.5 0.5 2.2
1.3 2.6 0.8
0.0 0.5 -0.7
-1.2 -1.1 -1.7

---

10.
2 unconnected molecules or ions with the total composition C3H3BrCl2S at a distorted geometry, computed with ωB97M-V/def2-TZVPD.

Its charge is 0. The value obtained for the energy relative to the best compared isomer or geometry (same formula, charge and spin) is 338.6 kJ/mol.

Geometry (Å):
1 Cl 1.97180 -2.79412 -0.41163
2 S -1.50452 1.25550 1.61246
3 C 1.92201 -1.23876 -0.84001
4 H -3.02757 -0.02745 0.30785
5 H -2.11535 1.23804 -0.66233
6 Br 1.87399 1.47792 -1.22520
7 Cl 2.13579 0.09897 1.55267
8 C 1.89504 -0.09347 -0.26091
9 C -1.99489 0.44441 0.05418
10 H -1.15631 -0.36103 -0.12708

Cartesian forces (eV/Å) of the 6 atoms listed first:
0.1 -1.1 0.2
-0.1 -0.2 -0.2
-0.3 -0.1 -0.3
1.9 0.4 -0.7
0.1 -0.3 -0.7
-0.1 0.7 -0.2

---

11.
2 unconnected molecules or ions with the total composition C3H3BrF2O at a distorted geometry, computed with ωB97M-V/def2-TZVPD.

Its charge is 0. The value obtained for the energy relative to the best compared isomer or geometry (same formula, charge and spin) is 331.5 kJ/mol.

Geometry (Å):
1 C -1.15319 0.30014 0.14738
2 C -0.62936 -0.68308 -0.73045
3 O -0.81594 -1.45333 -1.57403
4 F 1.77015 0.44448 1.43008
5 F 1.99855 0.81641 -0.70018
6 H -0.82845 1.32881 -0.18455
7 Br -3.17766 0.48747 0.08593
8 H -0.91916 -0.02862 1.24132
9 H 2.11020 -1.15020 0.10091
10 C 1.64487 -0.06207 0.18360

Cartesian forces (eV/Å) of the 6 atoms listed first:
-0.9 0.8 1.8
2.3 0.3 0.5
-0.2 -0.1 -0.1
-0.1 -0.1 -0.4
0.9 1.0 -0.9
0.1 -1.3 0.8

---

12.
A molecular structure, C3H3BrIN2 at a distorted geometry, computed with ωB97M-V/def2-TZVPD.

Its charge is +1. The value obtained for the energy relative to the best compared isomer or geometry (same formula, charge and spin) is 115.6 kJ/mol.

Geometry (Å):
1 C -1.39413 1.22088 0.85271
2 C 0.31000 -0.33784 -0.79741
3 N 0.07775 -0.25886 -1.94430
4 C 0.70481 0.30387 0.36791
5 H 0.20525 1.27618 2.05966
6 Br 0.94944 -2.26107 0.39224
7 N -0.22946 0.77109 1.18830
8 H 0.27039 -0.94988 -2.64069
9 I -2.73173 -0.14888 0.06179
10 H 1.83767 0.38452 0.45979

Cartesian forces (eV/Å) of the 6 atoms listed first:
-4.3 0.5 -0.4
0.9 -1.5 0.2
0.4 0.4 -1.4
1.3 -1.0 1.1
-1.0 -1.0 -1.8
-0.3 1.0 -0.6

---

13.
C3H3BrN2O in the gas phase at a distorted geometry, computed with ωB97M-V/def2-TZVPD.

Its charge is 0. As for the SMILES: N#C[C@H](Br)C(N)=O. The value obtained for the energy relative to the best compared isomer or geometry (same formula, charge and spin) is 62.5 kJ/mol.

Geometry (Å):
1 N 0.85575 1.33954 -0.48185
2 H 0.18900 1.98431 -0.89311
3 H -1.12336 -0.43908 1.59973
4 Br -2.07480 0.61813 -0.46034
5 C 0.70060 0.17723 0.13915
6 N -0.67807 -2.85272 -0.31458
7 C -0.61447 -1.75935 -0.00290
8 H 1.82001 1.69642 -0.65899
9 C -0.72984 -0.37144 0.48981
10 O 1.65518 -0.39303 0.58308

Cartesian forces (eV/Å) of the 6 atoms listed first:
1.0 2.7 -1.8
-0.4 -0.9 0.4
1.6 0.5 -2.1
-0.7 0.0 -0.2
-0.3 0.8 2.0
0.2 -1.0 -0.4

---

14.
A gas-phase ion, C3H3BrN5O (charge -1) at a distorted geometry, computed with ωB97M-V/def2-TZVPD.

Its charge is -1. The value obtained for the energy relative to the best compared isomer or geometry (same formula, charge and spin) is 179.3 kJ/mol.

Geometry (Å):
1 H -0.50835 0.28191 -0.58756
2 H -0.52058 -0.67800 0.91994
3 O 2.02807 -0.50493 1.13163
4 N 1.96675 -3.93855 0.87193
5 C 1.15256 0.56737 0.98214
6 N 1.40389 -3.60891 -0.32120
7 Br 0.56391 3.15275 0.89471
8 N 2.21788 -2.80534 1.56740
9 C -0.24452 0.31721 0.56962
10 H -1.00860 1.04674 0.92487
11 N 1.29538 -2.28634 -0.35589
12 C 1.76360 -1.82734 0.76897
13 N 1.65374 1.70678 1.33210

Cartesian forces (eV/Å) of the 6 atoms listed first:
1.3 0.0 2.2
0.0 0.0 0.0
-1.1 1.4 -0.3
-0.4 1.3 -1.0
0.9 -0.5 0.1
0.8 -0.1 2.2

---

15.
2 unconnected molecules or ions with the total composition C3H3BrO at a distorted geometry, computed with ωB97M-V/def2-TZVPD.

Its charge is 0. The value obtained for the energy relative to the best compared isomer or geometry (same formula, charge and spin) is 497.4 kJ/mol.

Geometry (Å):
1 H 0.73775 1.36582 -0.54135
2 C -0.93332 -0.40439 -0.51617
3 C -0.10002 -1.27250 0.00421
4 H 1.93309 -2.10247 0.21003
5 H 0.08010 2.34797 0.82180
6 C 0.89981 -1.86630 0.29922
7 Br -2.64440 -0.08873 -0.06052
8 O 0.02698 2.02061 -0.21721

Cartesian forces (eV/Å) of the 6 atoms listed first:
-1.4 1.6 1.6
-1.1 1.0 -1.6
-0.9 0.5 0.0
0.0 -0.3 0.2
0.6 -1.8 -4.3
2.5 -1.4 0.9

---

16.
C3H3BrO in the gas phase at a distorted geometry, computed with ωB97M-V/def2-TZVPD.

Its charge is 0. The value obtained for the energy relative to the best compared isomer or geometry (same formula, charge and spin) is 312.9 kJ/mol.

Geometry (Å):
1 Br -4.29693 -0.26921 0.02001
2 O -1.81186 1.51027 -0.98317
3 H -0.18866 0.22635 1.48704
4 C -1.51212 0.61139 -0.11878
5 H 0.74374 0.37750 -0.03318
6 C -2.71680 0.58755 0.54397
7 H -0.39900 -0.91264 0.22442
8 C -0.20166 0.06954 0.43728

Cartesian forces (eV/Å) of the 6 atoms listed first:
1.0 0.3 0.0
1.0 -1.8 1.2
0.0 0.1 0.9
0.6 2.5 -0.9
-0.7 0.2 0.0
-1.8 -0.3 0.5

---

17.
C3H3BrO2 in the gas phase at a distorted geometry, computed with ωB97M-V/def2-TZVPD.

Its charge is 0. As for the SMILES: O=C(Br)[C@@H]1CO1. The value obtained for the energy relative to the best compared isomer or geometry (same formula, charge and spin) is 61.7 kJ/mol.

Geometry (Å):
1 C -1.16717 -0.35682 0.43873
2 H 1.85041 0.38591 -1.08358
3 O -1.20548 -1.39129 1.00138
4 Br -2.81745 0.43740 -0.26704
5 H -0.22779 1.51419 -0.19920
6 H 1.21874 -1.24408 -0.50384
7 C -0.00301 0.49908 0.11450
8 C 1.21625 -0.16469 -0.39812
9 O 1.13550 0.32031 0.89717

Cartesian forces (eV/Å) of the 6 atoms listed first:
-0.6 -0.3 0.1
0.0 0.1 0.0
0.3 0.2 0.0
0.0 0.0 -0.1
0.0 -0.1 0.1
0.0 0.0 0.0

---

18.
C3H3BrS in the gas phase at a distorted geometry, computed with ωB97M-V/def2-TZVPD.

Its charge is 0. As for the SMILES: CC#CSBr. The value obtained for the energy relative to the best compared isomer or geometry (same formula, charge and spin) is 203.2 kJ/mol.

Geometry (Å):
1 C 0.38490 1.54629 0.18578
2 C 0.81856 2.66347 0.32742
3 H -0.98539 0.01475 -0.12698
4 C 0.12882 0.18239 -0.09059
5 S 1.00687 4.70504 0.93443
6 H 0.54309 -0.15821 -0.95726
7 H 0.70341 -0.43523 0.73189
8 Br -0.29551 4.43325 2.52291

Cartesian forces (eV/Å) of the 6 atoms listed first:
1.1 1.9 -0.3
0.1 4.0 1.1
1.2 -0.3 0.3
-1.2 -1.7 3.7
0.7 -4.4 -2.7
1.1 -0.6 -2.7

---

19.
C3H3BrS in the gas phase at a distorted geometry, computed with ωB97M-V/def2-TZVPD.

Its charge is 0. The value obtained for the energy relative to the best compared isomer or geometry (same formula, charge and spin) is 199.7 kJ/mol.

Geometry (Å):
1 C 1.06165 -0.71723 -1.38028
2 S 1.98244 0.42585 -0.76392
3 H -0.74197 1.39416 -0.10152
4 Br -2.24432 -0.51004 -0.40398
5 C 0.53568 -0.43024 0.02792
6 H -0.79751 0.39734 1.49970
7 H 0.87434 -0.97584 0.81227
8 C -0.67032 0.41598 0.30980

Cartesian forces (eV/Å) of the 6 atoms listed first:
-2.0 -2.2 -0.7
1.2 1.9 1.4
0.4 0.6 -0.2
-0.1 0.0 0.1
0.4 2.9 -2.8
0.1 0.5 -2.8

---

20.
C3H3BrS in the gas phase at a distorted geometry, computed with ωB97M-V/def2-TZVPD.

Its charge is 0. As for the SMILES: SCC#CBr. The value obtained for the energy relative to the best compared isomer or geometry (same formula, charge and spin) is 347.4 kJ/mol.

Geometry (Å):
1 Br -3.65839 -0.60816 -0.03951
2 C -0.62349 -0.58696 0.38117
3 S 0.93767 1.50424 -0.39940
4 C 0.74978 -0.28487 0.05285
5 C -1.89551 -0.56071 -0.38445
6 H 1.02172 -0.80631 -0.77306
7 H 2.15485 1.70082 0.30057
8 H 1.31337 -0.35806 0.86183

Cartesian forces (eV/Å) of the 6 atoms listed first:
-0.5 0.0 -0.2
-9.5 0.2 -6.1
1.3 0.4 0.8
-2.9 3.0 -1.0
8.9 -0.4 6.0
1.2 -1.9 -2.1